{
  "formula": "C3H5N3S",
  "method": "ωB97M-V/def2-TZVPD",
  "charge": 0,
  "smiles": "[H]/N=C\\N=C\\NC=S",
  "homo_ev": -9.25,
  "e_lumo_ev": -0.70,
  "homo_lumo_gap_ev": 8.55,
  "de_lowest_ev": 1.6141,
  "symbols": ["H", "N", "C", "N", "C", "N", "C", "S", "H", "H", "H", "H"],
  "coordinates": [[0.436626, -3.836308, -1.814271], [0.336817, -4.025786, -0.784979], [0.073201, -2.953941, -0.065032], [0.024924, -1.666349, -0.456044], [0.073309, -0.701057, 0.406103], [0.185762, 0.640730, -0.100338], [-0.109901, 1.738930, 0.660585], [-0.296688, 3.274095, 0.124838], [0.077381, -3.067482, 1.043293], [0.136134, -0.835809, 1.481590], [0.064824, 0.721685, -1.095140], [-0.020141, 1.488639, 1.766705]],
  "forces_ev_per_a": [[-0.272, 0.278, 1.236], [-0.781, 2.619, 0.806], [1.573, -3.804, 0.195], [-0.129, 3.335, -0.430], [0.496, -0.085, -2.469], [-1.092, -1.584, 1.309], [1.032, 0.162, 1.151], [-0.091, -0.945, 0.208], [-0.336, -0.521, -0.536], [-0.085, 0.164, 0.202], [0.116, -0.010, -0.387], [-0.433, 0.393, -1.285]]
}


{
  "formula": "C39H44F6N4P",
  "method": "ωB97M-V/def2-TZVPD",
  "charge": 1,
  "homo_ev": -9.37,
  "e_lumo_ev": -5.35,
  "homo_lumo_gap_ev": 4.02,
  "de_lowest_ev": 0.5476,
  "symbols": ["F", "C", "F", "F", "C", "N", "C", "C", "C", "C", "C", "C", "C", "C", "C", "C", "C", "C", "C", "C", "C", "N", "C", "C", "F", "F", "F", "C", "C", "C", "C", "C", "C", "C", "C", "C", "C", "H", "H", "H", "H", "H", "H", "H", "H", "H", "H", "H", "H", "H", "H", "H", "H", "H", "H", "H", "H", "H", "H", "H", "C", "C", "C", "C", "N", "P", "H", "N", "C", "C", "C", "C", "C", "C", "H", "H", "H", "H", "H", "H", "H", "H", "H", "H", "H", "H", "H", "H", "H", "H", "H", "H", "H", "H"],
  "coordinates": [[-4.883323, 0.454959, 6.864335], [-4.874951, 0.262650, 5.525329], [-4.083747, -0.831877, 5.261269], [-6.150858, -0.067707, 5.131462], [-4.407389, 1.438476, 4.733775], [-4.376518, 1.035980, 3.320122], [-5.432559, 1.525680, 2.510126], [-5.413722, 2.874478, 2.116116], [-6.485805, 3.380290, 1.389808], [-7.587140, 2.565577, 1.113155], [-7.620681, 1.233559, 1.533837], [-6.536408, 0.704122, 2.227858], [-3.232811, 0.500017, 2.781194], [-3.357317, -0.288390, 1.623607], [-2.216980, -0.870824, 1.084509], [-0.948955, -0.547625, 1.615307], [0.252163, -0.925413, 0.771617], [1.602724, -0.290010, 1.024023], [2.758232, -1.062568, 0.830961], [4.011753, -0.511644, 1.045642], [4.116748, 0.859545, 1.331604], [5.338772, 1.447047, 1.563382], [6.503651, 0.646517, 1.980442], [6.519456, 0.597867, 3.476176], [7.430672, -0.259721, 3.998092], [6.782264, 1.857414, 3.966641], [5.278173, 0.232635, 3.949649], [5.605724, 2.790356, 1.203829], [5.424099, 3.827039, 2.135709], [5.719713, 5.135281, 1.771844], [6.183845, 5.411527, 0.482368], [6.381830, 4.377464, -0.438201], [6.128087, 3.061946, -0.070372], [2.968658, 1.670915, 1.324548], [1.724790, 1.096049, 1.145200], [-0.845260, 0.289982, 2.720401], [-1.976729, 0.779218, 3.346573], [-5.130105, 2.255018, 4.834773], [-3.407374, 1.700960, 5.079626], [-4.535476, 3.471026, 2.373704], [-6.450870, 4.414176, 1.058146], [-8.431448, 2.975723, 0.564668], [-8.475005, 0.589908, 1.334277], [-6.499164, -0.333368, 2.568173], [-4.345478, -0.478165, 1.202122], [-2.304983, -1.549637, 0.231189], [0.372270, -2.017366, 0.810290], [2.681307, -2.107887, 0.534113], [4.896193, -1.131963, 0.953289], [6.411324, -0.377727, 1.612134], [7.407922, 1.167507, 1.634295], [5.045261, 3.562816, 3.126214], [5.584418, 5.928364, 2.506744], [6.396198, 6.439826, 0.191469], [6.744797, 4.583537, -1.442415], [6.286071, 2.220055, -0.748366], [3.094608, 2.735401, 1.501319], [0.848929, 1.754426, 1.108972], [0.133517, 0.580803, 3.114105], [-1.893640, 1.412701, 4.221161], [-3.719561, -3.541420, -2.451781], [-2.998681, -2.448233, -3.241802], [-3.424124, -2.487976, -4.706763], [-3.284972, -1.068079, -2.652419], [-1.540404, -2.668424, -3.285147], [-0.579026, -1.631163, -4.317093], [-0.026443, -0.685055, -0.228660], [0.765641, -2.555402, -3.688063], [2.123758, -2.186723, -4.130093], [3.174144, -3.209349, -3.694533], [2.468956, -0.801753, -3.580943], [2.018023, -2.155836, -5.653188], [0.330527, -3.898419, -3.713972], [-1.010858, -3.963724, -3.475767], [-3.407861, -3.613283, -1.397561], [-4.791821, -3.291550, -2.470680], [-3.621228, -4.528771, -2.928203], [-2.829196, -1.749507, -5.272636], [-3.183689, -3.484424, -5.101050], [-4.493093, -2.277621, -4.802998], [-2.781049, -0.269037, -3.213746], [-4.371079, -0.901708, -2.720007], [-2.996323, -0.980627, -1.596416], [3.003926, -4.197956, -4.148117], [4.140840, -2.849186, -4.081005], [3.266472, -3.319006, -2.602178], [1.731359, -0.040075, -3.870943], [2.554229, -0.793493, -2.484730], [3.448493, -0.518522, -3.995769], [1.194220, -1.476649, -5.941462], [2.961764, -1.831042, -6.101645], [1.747622, -3.167841, -5.986888], [1.004047, -4.739018, -3.844399], [-1.604127, -4.866038, -3.381246]],
  "forces_ev_per_a": [[0.001, -0.062, -0.905], [-0.632, -1.501, 0.124], [-0.768, 0.891, 0.505], [0.980, 0.073, 0.676], [0.140, 0.090, -1.090], [-0.583, 0.702, 1.471], [-0.824, 0.258, -0.123], [-0.004, -0.811, -0.105], [0.006, -0.119, 0.123], [-0.011, -0.027, -0.019], [0.273, 0.032, -0.002], [0.539, 0.397, -0.024], [0.591, 0.097, -0.393], [0.558, -0.476, 0.204], [0.164, 0.680, 0.596], [0.057, 0.392, -0.656], [0.301, -0.823, 0.794], [-0.342, -0.232, -0.999], [-0.250, 0.401, 0.699], [-0.290, 0.375, -0.198], [-0.493, -0.189, -0.271], [1.614, -0.579, 0.349], [-0.800, 0.519, -0.653], [-0.532, 0.487, 1.447], [-0.626, 0.664, -0.439], [-0.141, -1.301, -0.085], [1.357, 0.241, -0.181], [0.348, 0.993, -0.025], [-0.048, -0.542, -0.435], [0.012, -0.029, -0.118], [-0.027, -0.066, -0.006], [0.080, 0.068, 0.160], [-0.519, -0.071, 0.506], [0.321, -0.313, 0.013], [0.111, 0.093, 0.219], [0.166, -0.293, 0.173], [-0.512, -0.387, -0.615], [0.348, -0.083, 0.268], [-0.417, 0.311, 0.197], [-0.325, -0.054, -0.134], [-0.169, -0.147, 0.013], [0.134, -0.058, 0.091], [0.082, 0.271, -0.047], [-0.175, 0.364, -0.084], [0.308, 0.034, 0.171], [0.170, 0.249, 0.244], [0.052, 0.107, -0.072], [-0.095, 0.109, 0.277], [-0.236, 0.034, -0.024], [0.493, 0.267, -0.019], [-0.164, -0.537, 0.066], [0.160, 0.213, -0.310], [0.055, -0.101, -0.284], [-0.040, -0.252, 0.079], [-0.021, 0.087, 0.213], [-0.029, 0.327, 0.084], [-0.183, -0.172, -0.149], [0.243, -0.424, 0.154], [-0.333, -0.233, -0.224], [0.188, -0.142, -0.211], [-0.260, -0.127, 0.038], [-0.340, 0.142, -0.041], [-0.197, -0.148, -0.153], [-0.269, 0.092, 0.192], [0.527, -0.564, -3.380], [0.796, -0.267, 4.831], [-0.228, 0.094, -1.071], [-1.534, -0.698, -3.056], [0.299, 0.207, -0.098], [0.253, -0.121, -0.082], [0.294, 0.088, 0.138], [0.121, -0.085, -0.188], [-0.425, 0.230, 1.447], [0.847, 0.308, 1.171], [0.016, 0.120, -0.406], [0.349, -0.121, 0.085], [-0.040, 0.317, 0.197], [-0.572, -0.105, 0.027], [-0.250, 0.215, -0.111], [0.202, -0.054, -0.204], [-0.123, -0.162, 0.076], [0.373, 0.087, 0.033], [-0.021, -0.089, -0.351], [0.087, 0.325, 0.179], [-0.291, -0.175, 0.205], [-0.179, 0.121, -0.378], [0.174, -0.179, -0.012], [-0.083, -0.091, -0.259], [-0.361, 0.060, 0.147], [0.614, -0.059, -0.182], [-0.271, -0.080, -0.117], [0.195, 0.274, -0.185], [-0.091, 0.331, 0.272], [0.123, 0.313, 0.222]]
}


Q: Which formula does entry 2 have?
A: C39H44F6N4P